Record 1
Computed, not measured: a 9-piece molecular cluster, C39H64F2N11O overall at a distorted geometry, with ωB97M-V with the def2-TZVPD basis set.

Values from the calculation:
**E_HOMO**: -12.8 eV
**Calculated total energy**: -2401.2111 Eh
**Lowest unoccupied orbital energy**: -0.126 Ha

```
! RIJCOSX wB97M-V def2-TZVPD def2/J DEFGRID3
* xyz 1 1
C 2.44 2.04 1.18
C 2.37 3.18 0.07
C 1.06 4.08 0.17
N -0.11 3.27 0.70
C -0.73 3.65 1.92
C -1.70 2.61 2.07
F -2.55 2.46 3.09
N -1.60 1.73 1.00
O -2.27 0.58 0.70
C -1.34 -0.45 0.76
N -0.46 -1.12 0.44
C -0.60 2.18 0.14
F -0.16 1.70 -1.01
H 3.49 1.78 1.47
H 2.00 1.12 0.70
H 1.81 2.27 2.08
H 2.35 2.68 -0.93
H 3.25 3.85 0.19
H 0.81 4.58 -0.78
H 1.30 4.90 0.90
H -0.49 4.51 2.57
C 3.22 -4.82 2.93
C 2.08 -4.43 2.00
C 2.17 -2.99 1.49
C 2.04 -2.01 2.56
N 1.94 -1.23 3.40
H 3.22 -4.21 3.84
H 3.13 -5.86 3.23
H 4.18 -4.69 2.43
H 1.13 -4.58 2.52
H 2.08 -5.11 1.15
H 1.38 -2.83 0.76
H 3.12 -2.85 0.97
C -4.71 4.72 -1.56
C -4.15 6.10 -1.21
C -2.71 6.30 -1.68
C -1.77 5.40 -1.01
N -1.03 4.69 -0.48
H -4.15 3.92 -1.06
H -5.75 4.65 -1.24
H -4.67 4.55 -2.64
H -4.21 6.24 -0.12
H -4.77 6.86 -1.67
H -2.41 7.33 -1.49
H -2.65 6.15 -2.76
C -5.26 2.24 5.10
C -6.08 0.99 5.42
C -6.98 0.55 4.26
C -8.02 1.53 3.95
N -8.83 2.30 3.70
H -5.91 3.10 4.91
H -4.61 2.49 5.94
H -4.64 2.08 4.22
H -6.69 1.18 6.31
H -5.40 0.18 5.67
H -7.46 -0.40 4.53
H -6.37 0.36 3.37
C 3.24 -7.21 -1.72
C 3.95 -8.39 -1.06
C 4.02 -8.26 0.46
C 4.84 -7.12 0.87
N 5.48 -6.22 1.19
H 3.78 -6.27 -1.55
H 3.17 -7.36 -2.79
H 2.23 -7.10 -1.33
H 4.95 -8.49 -1.48
H 3.41 -9.30 -1.31
H 4.44 -9.17 0.88
H 3.01 -8.16 0.87
C -3.47 -1.61 3.47
C -2.65 -1.76 4.75
C -3.15 -2.90 5.65
C -4.50 -2.64 6.16
N -5.56 -2.44 6.55
H -4.50 -1.34 3.69
H -3.04 -0.82 2.85
H -3.46 -2.53 2.89
H -2.66 -0.81 5.30
H -1.61 -1.96 4.48
H -2.47 -3.01 6.49
H -3.14 -3.84 5.10
C -3.93 5.59 -6.39
C -4.43 7.01 -6.62
C -3.40 8.07 -6.22
C -3.13 8.07 -4.78
N -2.92 8.06 -3.65
H -3.75 5.39 -5.33
H -4.68 4.87 -6.73
H -3.01 5.40 -6.94
H -5.36 7.16 -6.07
H -4.66 7.13 -7.68
H -3.79 9.06 -6.50
H -2.47 7.93 -6.77
C 2.92 -1.90 -4.86
C 2.30 -2.33 -3.54
C 2.93 -3.60 -2.96
C 2.70 -4.78 -3.80
N 2.52 -5.70 -4.46
H 2.76 -2.65 -5.64
H 2.46 -0.97 -5.20
H 3.99 -1.74 -4.75
H 1.22 -2.48 -3.67
H 2.42 -1.53 -2.81
H 2.51 -3.79 -1.97
H 4.00 -3.45 -2.82
C 7.62 -2.71 -0.43
C 7.88 -1.91 -1.70
C 7.18 -0.55 -1.71
C 5.72 -0.69 -1.73
N 4.58 -0.79 -1.73
H 6.57 -2.97 -0.33
H 8.19 -3.65 -0.46
H 7.93 -2.16 0.45
H 7.58 -2.50 -2.57
H 8.96 -1.74 -1.79
H 7.49 0.01 -2.60
H 7.48 0.04 -0.84
*
```

Here are the Mulliken charges for atoms 1 to 8, given in e: C -0.817; C -0.611; C -0.610; N 0.658; C -0.459; C -0.080; F -0.172; N 0.880

---

Record 2
Computed, not measured: C47H42F2NO4S3ScSe2 as an isolated structure at a distorted geometry, with ωB97M-V with the def2-TZVPD basis set.

Values from the calculation:
**E_HOMO**: -7.5 eV
**Calculated total energy**: -9129.7993 Eh
**Lowest unoccupied orbital energy**: -0.006 Ha

```
! RIJCOSX wB97M-V def2-TZVPD def2/J DEFGRID3
* xyz 0 1
Sc 0.46 2.14 -0.85
O 3.54 4.22 3.84
C 2.19 4.67 3.76
C 1.39 4.02 2.61
C 0.10 4.81 2.60
O 0.27 6.13 2.09
C 1.18 2.58 2.92
Se 0.53 1.32 1.54
C 2.23 4.26 1.32
Se 1.16 4.64 -0.35
H 4.00 4.56 3.05
H 2.12 5.76 3.66
H 1.79 4.37 4.71
H -0.27 4.92 3.60
H -0.71 4.39 2.05
H 0.48 5.99 1.15
H 0.42 2.52 3.72
H 2.08 2.14 3.37
H 2.87 3.41 1.11
H 2.86 5.18 1.46
C -3.75 -2.73 -5.42
C -3.24 -2.10 -4.17
C -3.08 -0.74 -3.99
C -2.62 -0.16 -2.81
C -2.37 -0.96 -1.75
C -2.44 -2.33 -1.90
C -2.84 -2.90 -3.07
S -1.61 -0.20 -0.33
O -0.14 -0.09 -0.73
C -1.84 -1.54 0.84
C -3.25 -1.52 1.15
C -3.81 -2.47 1.92
C -2.96 -3.43 2.56
C -3.53 -4.45 3.34
C -2.76 -5.45 3.82
C -1.41 -5.53 3.49
C -0.82 -4.54 2.77
C -1.58 -3.41 2.33
C -1.00 -2.39 1.49
C 0.52 -2.46 1.46
C 1.08 -2.19 2.76
C 0.38 -1.39 3.72
C 0.98 -1.05 4.91
C 2.27 -1.45 5.18
C 2.92 -2.29 4.28
C 2.38 -2.64 3.04
C 3.09 -3.35 2.05
C 2.58 -3.51 0.81
C 1.29 -3.01 0.51
S 0.73 -2.93 -1.19
O 0.80 -4.26 -1.86
C 2.27 -1.90 -1.63
C 2.74 -0.81 -0.91
C 3.93 -0.26 -1.27
C 4.64 -0.75 -2.36
C 5.94 -0.13 -2.86
C 4.14 -1.80 -3.08
C 2.93 -2.37 -2.75
H -3.97 -1.98 -6.16
H -4.65 -3.32 -5.19
H -2.97 -3.38 -5.85
H -3.33 -0.11 -4.83
H -2.57 0.93 -2.76
H -2.19 -3.02 -1.06
H -2.87 -3.99 -3.14
H -3.89 -0.71 0.73
H -4.89 -2.51 2.07
H -4.60 -4.51 3.45
H -3.25 -6.21 4.41
H -0.83 -6.42 3.70
H 0.25 -4.61 2.55
H -0.62 -1.21 3.44
H 0.49 -0.36 5.58
H 2.81 -1.07 6.04
H 3.93 -2.61 4.45
H 4.07 -3.73 2.29
H 3.08 -3.98 0.03
H 2.24 -0.40 -0.09
H 4.35 0.62 -0.76
H 6.64 0.07 -2.02
H 5.82 0.86 -3.34
H 6.43 -0.81 -3.57
H 4.65 -2.15 -3.97
H 2.60 -3.25 -3.29
F 2.35 3.01 -3.09
C 1.85 1.83 -2.56
F 0.39 1.92 -2.98
H 2.25 1.09 -3.28
S -3.81 4.25 -0.34
C -2.32 3.41 -0.16
N -1.64 3.05 -1.20
C -2.39 3.46 -2.33
C -2.07 3.17 -3.65
C -2.90 3.57 -4.63
C -4.02 4.42 -4.37
C -4.36 4.69 -3.05
C -3.57 4.15 -2.04
H -2.04 3.18 0.86
H -1.20 2.61 -3.89
H -2.67 3.38 -5.65
H -4.62 4.83 -5.20
H -5.24 5.29 -2.87
*
```

Here are the Mulliken charges for atoms 1 to 8, given in e: Sc -0.030; O -0.579; C -1.522; C 3.561; C -0.809; O -0.570; C -2.163; Se 0.029

---

Record 3
Computed, not measured: an isolated ion of composition C4H8N and charge +1 at a distorted geometry, with ωB97M-V with the def2-TZVPD basis set.

Values from the calculation:
**E_HOMO**: -15.5 eV
**SMILES**: C[N@@H+]1C=CC1
**Calculated total energy**: -211.6040 Eh
**Lowest unoccupied orbital energy**: -0.139 Ha

```
! RIJCOSX wB97M-V def2-TZVPD def2/J DEFGRID3
* xyz 1 1
C 0.45 0.05 -1.72
C 0.92 -0.73 -0.74
C -0.65 0.64 -0.84
C 0.05 -0.02 1.55
N -0.29 -0.44 0.12
H 0.85 0.19 -2.70
H 1.62 -1.37 -0.35
H -0.49 1.60 -0.34
H -1.60 0.67 -1.10
H 0.97 0.40 1.60
H -0.70 0.88 1.79
H -0.03 -0.75 2.42
H -1.09 -1.11 0.30
*
```

Here are the Mulliken charges for atoms 1 to 8, given in e: C -0.251; C -0.369; C -0.605; C -0.897; N 0.025; H 0.431; H 0.519; H 0.283

---

Record 4
Computed, not measured: a 15-piece molecular cluster, H30O15 overall at a distorted geometry, with ωB97M-V with the def2-TZVPD basis set.

Values from the calculation:
**E_HOMO**: -9.9 eV
**Calculated total energy**: -1146.4124 Eh
**Lowest unoccupied orbital energy**: -0.039 Ha

```
! RIJCOSX wB97M-V def2-TZVPD def2/J DEFGRID3
* xyz 0 1
H -0.26 -0.34 -0.66
H 0.42 0.16 0.61
H 5.39 -0.79 0.25
H 4.43 -0.24 -0.80
H 2.45 0.32 4.21
H 3.52 -0.41 5.00
H 4.90 1.12 0.50
H 3.44 0.68 0.52
H -2.71 -3.15 2.93
H -1.35 -3.79 2.72
H 2.36 -2.58 0.32
H 2.56 -4.07 0.12
H -2.45 0.54 1.85
H -3.17 1.74 2.44
H 2.67 -1.83 -3.25
H 1.28 -1.52 -3.78
H -1.14 3.70 -1.12
H 0.22 3.62 -1.79
H -0.93 -3.82 -1.96
H -0.34 -2.43 -2.12
H 0.60 1.47 -1.93
H 1.54 2.18 -0.96
H -4.51 -0.12 -0.75
H -4.52 0.70 -2.03
H -0.02 4.37 -0.01
H -0.15 5.88 0.16
H -4.39 -0.02 1.21
H -5.43 -1.03 1.69
H -2.21 -1.38 -0.75
H -2.36 -2.46 0.31
O -0.44 -0.09 0.26
O 5.37 -0.29 -0.57
O 3.38 0.37 4.45
O 4.29 0.51 0.94
O -1.90 -3.07 2.41
O 1.94 -3.43 0.50
O -2.60 1.48 1.71
O 2.20 -1.64 -4.07
O -0.63 4.09 -1.84
O -0.84 -3.10 -2.60
O 0.61 2.13 -1.23
O -4.47 0.79 -1.07
O 0.51 5.18 0.08
O -5.34 -0.17 1.26
O -2.06 -2.32 -0.59
*
```

Here are the Mulliken charges for atoms 1 to 8, given in e: H 0.179; H 0.196; H 0.373; H 0.318; H 0.303; H 0.312; H 0.428; H 0.269

---

Record 5
Computed, not measured: C25H50ClNP2SSi2Sn as an isolated structure at a distorted geometry, with ωB97M-V with the def2-TZVPD basis set.

Values from the calculation:
**E_HOMO (alpha / beta)**: -5.4 / -5.3 eV
**Calculated total energy**: -3371.3342 Eh
**Lowest unoccupied orbital energy (alpha / beta)**: 0.000 / -0.011 Ha

```
! RIJCOSX wB97M-V def2-TZVPD def2/J DEFGRID3
* xyz 0 1
Sn -0.02 0.01 0.01
C 2.08 -1.02 -1.08
C 1.74 -1.86 -0.01
C 0.44 -2.34 -0.39
Si 2.81 -2.10 1.48
C 0.08 -1.78 -1.64
C 1.13 -0.91 -2.09
Si 1.33 0.19 -3.57
H 3.08 -0.56 -1.17
H -0.13 -3.07 0.16
H -0.82 -2.01 -2.19
Cl -2.35 0.31 0.83
C 3.14 0.60 -3.79
C 0.70 -0.65 -5.12
C 4.57 -1.60 1.06
C 2.81 -3.90 2.02
H 1.33 -1.52 -5.35
H 0.76 0.02 -5.98
H -0.32 -1.00 -5.04
H 3.54 1.15 -2.92
H 3.29 1.23 -4.66
H 3.75 -0.30 -3.92
H 3.24 -4.52 1.24
H 1.81 -4.29 2.23
H 3.41 -4.03 2.93
H 4.97 -2.18 0.23
H 5.23 -1.75 1.92
H 4.62 -0.54 0.80
C 0.41 1.81 -3.21
C 2.18 -0.95 2.84
P -1.02 1.49 -2.11
H 0.15 2.36 -4.12
H 1.10 2.43 -2.63
P 0.38 -0.68 2.66
H 2.64 0.03 2.65
H 2.49 -1.26 3.85
C -0.14 0.51 4.01
C -0.34 -2.33 3.18
C -2.22 0.58 -3.22
C -1.84 3.14 -1.77
C -1.46 3.67 -0.39
H -2.91 2.91 -1.76
C -1.57 4.19 -2.83
H -0.52 4.49 -2.84
H -2.15 5.09 -2.62
H -1.82 3.86 -3.84
H -1.74 2.97 0.39
H -1.97 4.62 -0.20
H -0.38 3.84 -0.31
H -1.65 -0.31 -3.51
C -2.61 1.32 -4.50
C -3.45 0.11 -2.47
H -1.74 1.67 -5.06
H -3.25 2.17 -4.28
H -3.17 0.65 -5.15
H -3.19 -0.51 -1.61
H -4.09 -0.48 -3.14
H -4.04 0.94 -2.10
H 0.09 -3.02 2.44
C -1.85 -2.37 3.00
C 0.06 -2.82 4.56
H 1.14 -2.80 4.72
H -0.28 -3.85 4.70
H -0.41 -2.21 5.34
H -2.15 -2.13 1.98
H -2.36 -1.67 3.66
H -2.22 -3.37 3.24
C -0.33 1.91 3.45
C 0.79 0.53 5.21
H -1.12 0.13 4.33
H 1.76 0.95 4.94
H 0.96 -0.45 5.65
H 0.37 1.17 5.99
H 0.60 2.31 3.04
H -0.66 2.59 4.25
H -1.08 1.93 2.66
C -5.75 0.43 1.85
H -6.22 -0.52 1.55
H -5.91 0.52 2.94
H -6.35 1.23 1.39
S 4.78 0.52 -1.10
C 3.25 0.51 -0.67
N 1.94 0.27 -0.42
*
```

Here are the Mulliken charges for atoms 1 to 8, given in e: Sn 0.674; C -0.570; C 0.981; C -0.614; Si -0.250; C -0.541; C -0.621; Si -0.379

---

Record 6
Computed, not measured: a 2-piece molecular cluster, C6H10N2S overall at a distorted geometry, with ωB97M-V with the def2-TZVPD basis set.

Values from the calculation:
**E_HOMO (alpha / beta)**: -7.8 / -7.7 eV
**Calculated total energy**: -742.1844 Eh
**Lowest unoccupied orbital energy (alpha / beta)**: -0.006 / -0.004 Ha

```
! RIJCOSX wB97M-V def2-TZVPD def2/J DEFGRID3
* xyz 0 1
C -1.08 0.76 1.60
C -1.03 -2.85 0.87
C -0.64 -0.52 1.26
C 1.23 0.46 -0.93
C 1.63 1.61 -0.14
C 0.06 0.85 -1.82
N -1.42 1.86 1.64
N -1.42 -1.55 1.05
S 1.93 -0.98 -0.91
H 0.08 -3.01 0.81
H -1.75 -3.57 0.48
H 0.44 -0.74 1.39
H 0.70 1.80 0.37
H 1.95 2.47 -0.76
H 2.43 1.63 0.61
H -0.73 1.57 -1.39
H -0.45 0.09 -2.29
H 0.40 1.37 -2.75
H -2.34 -1.26 0.91
*
```

Here are the Mulliken charges for atoms 1 to 8, given in e: C 0.095; C -0.422; C -0.297; C 0.527; C -0.791; C -1.293; N -0.527; N -0.037